DFT (the ωB97M-V functional and the def2-TZVPD basis) results for a cluster of 2 separate species, C3H10NO2 in total in a non-equilibrium geometry.

```
16
Properties=species:S:1:pos:R:3:forces:R:3
H 0.556 -1.000 0.739 0.597 0.030 -0.109
H -2.477 0.446 1.953 0.436 -0.280 -0.415
C 0.667 0.724 -0.386 0.201 0.652 -1.075
H -0.972 -0.265 -1.426 -0.024 0.127 0.178
H 0.248 0.309 -2.485 0.299 0.154 0.068
C 0.117 -0.153 -1.509 -0.214 -0.375 -0.022
H 0.778 -2.060 -2.479 0.181 -0.074 -0.558
H -0.215 0.254 1.426 -0.050 0.575 0.525
H 0.080 1.643 -0.398 -0.184 -0.150 0.688
N 0.651 0.024 0.928 -0.636 -0.536 -0.074
O -1.697 1.018 2.063 -1.386 -0.186 0.382
C 0.591 -1.584 -1.523 -0.271 -0.190 0.195
H 1.465 0.197 1.518 -0.144 0.084 -0.103
H 1.670 1.086 -0.602 0.214 -0.470 0.048
O 0.652 -2.261 -0.520 0.142 0.279 0.296
H -2.114 1.620 2.702 0.838 0.362 -0.023
```
Forces are in eV/Å.

The frontier orbital gap comes out at 11.14 eV. As for the LUMO energy: -3.37 eV. Its net charge is +1. For the total energy, the calculation gives -325.29364 Eh. The energy relative to the best compared isomer or geometry (same formula, charge and spin) comes out at 62.7 kJ/mol.

These are the natural (NBO) partial charges, in e, on atoms 1 to 5: 0.46 0.49 -0.23 0.26 0.27

---

DFT (the ωB97M-V functional and the def2-TZVPD basis) results for a structure of composition C43H43BrIrN5O6S2 in a non-equilibrium geometry.

```
101
Properties=species:S:1:pos:R:3:forces:R:3
C -4.672 -0.948 -0.456 -0.073 0.036 -0.015
H -0.482 -2.440 1.373 0.012 0.060 -0.059
C -5.130 -0.844 -1.754 0.025 0.082 0.072
C 1.754 2.734 2.907 -0.176 0.102 -0.212
C 0.888 4.216 0.225 -0.155 0.041 0.034
C 3.057 -5.173 0.044 0.153 -0.030 -0.192
H 1.102 2.221 -2.457 0.004 0.000 0.063
H 1.001 6.273 -0.400 -0.009 -0.011 -0.002
C 2.407 0.107 3.526 -0.006 0.155 0.030
N -2.677 0.236 -1.030 -0.026 0.576 -0.511
O 2.546 -6.072 1.006 -0.052 0.037 0.067
C 1.112 -3.785 0.807 0.342 0.109 -0.144
H 5.818 2.593 -2.166 -0.072 -0.038 -0.022
H -0.541 -4.804 -6.906 -0.011 0.002 -0.017
C 2.764 -1.324 3.832 0.010 0.092 -0.062
N -0.467 -1.389 -2.135 0.077 0.470 0.155
C -1.135 3.022 -0.520 0.128 0.124 0.262
H 4.127 -4.993 0.202 -0.038 0.026 -0.030
H -3.415 4.201 0.498 -0.020 0.006 0.000
H 3.235 4.488 4.301 0.005 0.025 0.014
Br -2.219 1.503 -3.449 -0.043 -0.060 -0.070
H 1.634 4.385 0.998 0.035 -0.040 -0.060
C 2.567 2.459 3.996 0.129 -0.251 -0.062
H -3.055 5.850 -0.034 -0.062 -0.023 -0.034
H 1.915 -1.983 3.650 0.011 -0.051 0.017
C -2.877 -0.529 1.266 -0.771 -0.054 -0.495
C -4.367 -0.147 -2.679 0.119 -0.042 -0.048
C 0.453 -2.571 0.847 -0.445 -0.058 0.321
C 1.212 1.712 2.088 0.201 -0.572 0.490
O -1.619 -0.315 1.384 1.378 0.567 -1.158
C -3.164 0.389 -2.256 -0.179 0.156 0.091
C -0.720 5.356 -1.321 -0.032 -0.039 0.076
H 2.929 -5.577 -0.969 0.044 0.058 0.006
H 6.214 1.273 -0.209 0.043 0.075 -0.013
C 5.702 1.507 -2.079 0.094 0.044 -0.002
H -0.577 2.618 -1.370 -0.111 -0.020 -0.027
S -2.125 -3.078 -0.903 0.171 -0.061 -0.164
C -3.432 -0.416 -0.147 0.082 0.074 0.384
N 0.947 -1.490 0.255 -1.054 1.598 -0.709
H 2.259 3.824 5.612 0.035 0.060 0.031
H 4.673 -0.650 -0.824 -0.042 -0.041 0.033
C -1.184 -2.518 -2.152 -0.589 -0.235 0.654
H 1.529 3.773 2.730 -0.037 -0.028 0.012
N 0.387 1.890 1.015 -0.801 -1.195 -1.674
C -1.795 4.341 -0.933 -0.097 0.056 -0.105
C -0.565 6.072 1.071 -0.032 -0.104 -0.027
C 0.224 5.549 -0.135 0.140 0.113 -0.052
C 2.916 1.149 4.296 0.080 0.012 0.083
Ir -0.327 0.236 -0.282 2.627 -2.520 1.722
H -1.002 7.047 0.836 0.028 0.024 0.015
H 3.936 3.312 5.424 0.017 0.017 0.012
C 3.228 1.966 -2.370 0.113 -0.279 0.034
C -0.323 -2.623 -4.371 -0.189 0.034 0.614
C -1.673 5.079 1.436 -0.068 0.050 0.192
H 3.760 -2.755 -1.020 0.024 0.073 -0.005
H -2.453 4.155 -1.787 0.014 -0.022 0.029
N 1.594 0.542 -1.388 -1.309 0.418 0.634
H -1.187 6.309 -1.587 -0.005 -0.001 -0.051
H 0.485 -2.606 -6.358 0.060 -0.056 -0.004
C -1.049 3.738 1.829 0.048 0.145 -0.248
H 1.412 3.803 -0.642 0.024 0.037 0.014
H -2.320 -4.973 -2.996 0.018 -0.017 0.021
H 0.697 -4.660 1.281 -0.076 0.058 0.061
H -1.916 2.315 -0.227 0.005 0.048 -0.088
O -3.657 -0.794 2.160 0.295 -0.082 0.078
H 3.074 -6.875 0.992 -0.015 -0.017 -0.022
H 0.109 6.203 1.923 -0.004 0.054 0.009
C -1.470 -5.032 -4.986 -0.048 -0.019 0.043
H 3.080 -1.434 4.868 -0.016 -0.045 0.016
C -0.114 -3.139 -5.632 0.175 0.198 -0.137
H -0.166 5.003 -2.198 0.036 0.008 -0.012
H -6.079 -1.274 -2.047 -0.004 -0.015 0.000
O 0.378 -0.012 -4.143 -0.094 0.066 -0.060
C 2.561 -0.296 -0.999 0.295 0.259 -0.039
C 2.836 -2.719 -0.460 -0.087 0.035 0.039
H -0.467 3.856 2.740 -0.017 -0.032 0.021
O 1.819 -1.771 -3.252 0.088 0.067 0.143
H 3.590 -1.652 3.195 -0.001 -0.063 0.007
H -1.823 2.992 2.032 0.002 -0.001 0.041
H 1.106 -0.402 1.927 0.047 0.024 0.302
C -0.181 3.196 0.670 -0.176 -0.102 0.331
H -4.687 -0.002 -3.700 -0.030 -0.003 0.004
S 0.481 -1.292 -3.508 -0.020 -0.403 -0.349
H 3.559 0.939 5.144 0.008 -0.011 0.016
C 3.034 3.586 4.879 -0.070 -0.029 -0.041
H -5.224 -1.447 0.327 0.007 0.008 0.015
C 2.321 -3.866 0.128 -0.190 -0.129 0.336
O 6.541 0.986 -1.070 -0.030 -0.108 0.029
H -2.241 5.465 2.289 -0.005 0.020 -0.040
C 3.898 0.006 -1.194 -0.047 -0.065 -0.150
H -1.888 -5.999 -5.231 -0.058 0.022 -0.024
C 4.249 1.159 -1.879 -0.058 0.059 0.042
H 3.445 2.847 -2.958 -0.040 0.064 0.051
C -1.108 -3.266 -3.431 0.095 0.007 -0.424
C -1.704 -4.480 -3.735 0.031 0.009 -0.010
C -0.698 -4.363 -5.930 0.022 0.078 -0.026
H 6.052 1.060 -3.012 -0.026 0.053 -0.008
C 1.569 0.396 2.469 -0.141 0.332 -0.040
C -2.606 4.891 0.240 0.095 0.002 0.041
C 2.117 -1.541 -0.379 0.394 -0.295 0.178
C 1.923 1.622 -2.089 -0.127 0.244 -0.241
```
Forces are in eV/Å.

The frontier orbital gap comes out at 5.63 eV. As for the LUMO energy: -0.91 eV. For the total energy, the calculation gives -5864.33410 Eh. The energy relative to the best compared isomer or geometry (same formula, charge and spin) comes out at 0.0 kJ/mol.

These are the Löwdin partial charges, in e, on atoms 1 to 5: -0.02 0.10 -0.04 -0.01 -0.07

---

DFT (the ωB97M-V functional and the def2-TZVPD basis) results for the molecule C5H6OS2 in a non-equilibrium geometry.

```
14
Properties=species:S:1:pos:R:3:forces:R:3
C 1.663 0.663 -0.350 0.819 -0.070 0.300
C -0.400 -0.592 0.244 0.508 0.671 -0.223
S -1.068 0.842 1.081 0.110 -0.188 -0.140
C -0.541 2.278 0.127 0.345 -0.389 -0.081
C -1.301 -1.775 0.281 0.720 -0.850 0.257
H -0.812 -2.654 -0.189 -0.299 0.544 0.229
H -2.233 -1.574 -0.205 -0.583 0.138 -0.422
S 0.849 2.159 -0.970 -0.100 -0.042 0.108
H 2.542 0.517 -1.010 -0.520 0.152 0.317
O -1.143 3.299 0.258 -0.199 0.248 0.036
C 0.788 -0.545 -0.362 -0.472 -0.200 0.238
H 1.128 -1.433 -0.887 0.017 0.088 -0.005
H 2.068 0.860 0.671 -0.375 -0.077 -0.637
H -1.541 -2.043 1.313 0.028 -0.024 0.023
```
Forces are in eV/Å.

The frontier orbital gap comes out at 9.69 eV. As for the LUMO energy: 0.58 eV. The SMILES is CC1=CCSC(=O)S1. For the total energy, the calculation gives -1065.72873 Eh. The energy relative to the best compared isomer or geometry (same formula, charge and spin) comes out at 0.0 kJ/mol.

These are the natural (NBO) partial charges, in e, on atoms 1 to 5: -0.58 -0.12 0.23 0.23 -0.64

---

DFT (the ωB97M-V functional and the def2-TZVPD basis) results for a structure of composition C25H34NOSiTi in a non-equilibrium geometry.

```
63
Properties=species:S:1:pos:R:3:forces:R:3
H -1.812 -0.111 -1.347 0.087 0.020 0.335
H 1.076 3.171 0.274 0.172 -0.171 -0.068
C -2.163 -0.572 1.973 -0.297 0.412 -0.767
H 3.655 -0.201 -0.668 0.049 0.419 -0.023
H 2.351 3.294 -0.945 0.022 0.053 -0.063
C 1.035 0.782 -0.978 -0.356 -0.939 -0.617
H -0.156 0.689 -4.969 0.022 0.039 0.227
H 1.251 -4.283 0.224 -0.037 0.035 0.244
H -1.740 -5.306 1.499 -0.078 0.198 -0.124
C -1.798 -4.279 1.107 0.056 -0.116 0.048
H 2.116 -3.630 1.622 -0.108 -0.081 0.000
H 0.181 0.165 4.074 0.142 -0.070 -0.214
C -1.265 3.954 -2.317 -0.156 -0.256 -0.428
N 1.208 0.512 -3.399 0.243 0.109 -0.748
H -4.314 2.497 -2.798 0.370 0.140 0.035
C -2.656 3.812 -2.303 0.157 -0.381 0.062
H 4.280 1.130 0.328 0.027 0.002 -0.138
H 0.363 1.587 -1.273 0.210 -0.232 0.205
H 1.876 0.206 -4.104 -0.574 -0.378 0.092
C 2.088 2.838 0.009 0.214 -0.064 0.270
H 0.587 2.134 2.185 -0.094 -0.509 0.135
C -0.456 2.957 -2.876 -0.237 -0.112 0.130
H -2.494 -1.095 2.867 0.245 0.152 -0.310
C -3.230 2.636 -2.798 0.015 -0.009 -0.193
Ti 0.014 -0.671 1.182 -1.163 0.316 1.107
C -0.210 0.607 -3.876 0.569 -0.441 0.165
H -1.752 -4.322 0.013 -0.043 -0.039 0.117
H 3.958 1.406 -1.397 -0.086 -0.115 0.062
C 0.811 0.101 3.192 1.100 0.027 -0.161
C -1.724 0.787 1.895 -1.071 -0.598 -0.579
H 0.295 -3.177 4.242 -0.221 -0.076 -0.053
H 1.848 -1.883 3.439 -0.168 0.139 -0.185
H -1.316 -2.481 4.010 0.126 -0.195 -0.065
H 0.628 3.094 -2.944 -0.399 -0.086 0.111
H 0.359 0.015 -0.489 0.922 1.209 -0.988
H -1.266 2.091 0.123 0.124 -0.231 0.173
H -1.657 1.478 2.736 0.158 -0.346 -0.330
C 2.347 -0.666 1.629 -0.589 0.223 0.213
H -0.744 -0.345 -3.661 0.284 0.439 -0.131
H -2.857 0.696 -3.712 0.050 0.382 0.294
C 1.420 -0.074 -2.153 -0.142 -1.539 1.319
C 1.912 0.643 1.229 -0.016 0.092 1.472
C 0.999 1.127 2.212 1.107 -0.325 0.020
H -0.806 4.852 -1.914 -0.041 -0.021 -0.108
C 3.608 0.884 -0.498 0.129 -0.066 -0.379
H -2.770 -3.859 1.395 0.108 -0.144 -0.010
C -0.643 -3.284 3.682 0.040 -0.434 0.238
H -2.604 -2.052 0.301 0.159 0.306 0.199
H -1.101 -4.247 3.955 0.112 0.209 0.152
C -2.422 1.619 -3.308 0.350 0.062 0.139
C 1.213 -4.166 1.316 0.031 -0.638 0.210
C -1.024 1.752 -3.313 -0.321 0.570 -0.260
H -3.292 4.598 -1.898 0.196 -0.199 -0.061
C -1.522 1.115 0.524 -0.344 -0.640 0.346
C -2.232 -1.084 0.621 -0.168 0.691 -0.022
C -1.833 -0.040 -0.263 -0.505 -0.349 1.054
H 1.225 -5.165 1.774 0.221 0.005 -0.161
C 1.670 -0.995 2.845 -0.110 0.687 -0.268
O 1.779 -1.227 -1.885 0.123 1.847 -1.585
Si -0.360 -3.257 1.808 0.478 1.310 -0.633
C 2.203 1.311 -0.092 -0.533 -0.349 0.514
H 3.085 -1.276 1.109 -0.445 0.087 0.203
H 2.777 3.209 0.779 -0.116 -0.027 -0.215
```
Forces are in eV/Å.

Its expectation value of S² is 0.76. The frontier orbital gap (spin up / spin down) comes out at 6.81 / 6.91 eV. As for the LUMO energy (spin up / spin down): 0.47 / 0.47 eV. For the total energy, the calculation gives -2241.93637 Eh. As for the spin multiplicity: 2.

These are the natural (NBO) partial charges, in e, on atoms 1 to 5: 0.23 0.21 -0.36 0.24 0.21

---

DFT (the ωB97M-V functional and the def2-TZVPD basis) results for a structure of composition C30H37BrCoN7OS.

```
78
Properties=species:S:1:pos:R:3:forces:R:3
N 2.657 0.176 -1.492 0.206 -0.336 -0.347
C 2.003 1.353 -1.819 0.503 0.050 -0.262
H -2.913 1.329 5.537 0.001 -0.003 -0.005
C 3.816 0.395 -3.651 0.060 0.017 -0.097
H 4.270 2.508 -3.910 -0.020 -0.008 -0.044
N 0.850 1.554 -1.311 -0.647 0.138 0.366
H 4.158 2.980 1.275 0.038 0.023 -0.004
H 1.755 3.736 2.568 -0.012 0.028 0.033
H 4.419 -0.831 -1.981 0.038 -0.041 0.031
C -2.804 0.545 3.546 -0.089 0.020 0.077
C 2.404 2.859 2.587 -0.061 0.000 -0.099
C -1.919 -1.658 3.324 0.046 -0.031 -0.018
C 0.127 -4.144 -2.374 0.010 -0.066 0.004
C -2.663 -0.435 1.239 0.317 -0.275 -0.056
C 0.662 -3.021 -2.974 0.018 0.027 -0.009
C -0.721 -2.761 -0.636 -0.021 0.088 0.041
Co -0.327 0.188 -0.219 0.135 -0.280 0.151
H -3.075 -0.649 -1.411 0.020 -0.003 -0.008
H 2.968 -1.408 -2.828 0.068 0.060 -0.009
C -3.647 -1.373 -0.849 -0.054 -0.064 -0.057
H -1.934 -0.701 6.581 -0.004 -0.002 -0.001
C -2.454 -0.522 2.711 -0.089 0.030 -0.008
H 2.393 4.326 -2.387 0.054 0.037 0.018
H -1.027 1.505 2.072 -0.040 -0.022 -0.090
C 0.603 3.298 -3.011 -0.040 0.057 -0.086
C -4.466 -2.271 -1.509 0.064 0.048 0.037
C 0.454 -1.809 -2.340 -0.281 -0.114 0.090
H 1.202 -3.082 -3.908 -0.036 0.006 -0.033
H -3.237 1.432 3.097 0.019 -0.007 0.006
H 1.295 1.483 4.774 0.004 -0.016 0.009
H 0.103 4.233 -3.271 0.022 0.050 0.044
N -0.211 -1.655 -1.212 0.230 0.006 -0.242
H -0.893 2.619 -1.629 -0.034 -0.017 0.025
N 3.039 1.193 1.099 -0.132 0.151 0.560
C -2.081 -0.652 5.509 0.019 -0.041 -0.081
H -5.835 -3.932 -1.335 -0.006 0.004 0.003
C 0.734 1.430 3.834 0.121 0.031 -0.026
O 0.312 -5.355 -2.975 -0.059 -0.072 0.085
H -1.308 -2.622 5.139 -0.001 0.004 -0.011
S 1.310 -0.803 1.615 0.045 -0.211 -0.024
C -1.268 1.511 1.010 -0.517 -0.005 0.208
H -1.254 -2.607 0.293 -0.050 0.014 0.028
H 3.098 2.963 3.428 0.050 -0.044 0.016
Br 0.371 0.034 -4.375 -0.126 -0.238 -0.248
H -4.263 -2.370 2.332 -0.009 -0.010 -0.042
H 1.981 -0.449 -1.057 0.052 0.039 0.033
C -0.585 -4.016 -1.179 0.048 0.009 -0.069
H -0.057 2.179 3.851 0.014 0.045 0.015
C -5.204 -3.224 -0.812 0.029 0.019 0.072
C 1.999 0.707 1.831 0.163 0.279 -0.143
C 3.997 1.808 -3.121 -0.054 -0.096 0.022
H -1.364 2.506 0.587 0.114 -0.005 -0.185
H -1.633 -2.499 2.703 0.014 0.010 0.010
C 3.124 2.641 1.249 -0.031 -0.106 0.096
H 0.329 2.530 -3.740 0.018 0.161 0.042
N 2.740 2.254 -2.544 -0.062 0.057 0.066
C -3.522 -1.385 0.559 0.017 0.117 0.041
H 2.605 3.148 0.431 -0.047 -0.010 -0.025
H -0.138 -6.030 -2.452 0.035 0.055 -0.054
H 4.710 0.049 -4.172 0.044 -0.017 0.033
N -2.135 0.574 0.512 -0.207 0.646 0.216
H 3.160 0.769 0.186 0.127 -0.081 -0.249
C -5.112 -3.239 0.576 0.030 0.051 -0.008
H 4.799 1.833 -2.371 0.033 0.034 0.024
H -4.519 -2.232 -2.592 0.003 0.005 -0.001
C -4.297 -2.340 1.249 0.008 -0.101 0.025
H -1.033 -4.871 -0.688 0.007 -0.001 -0.010
C -2.623 0.486 4.920 0.004 -0.005 -0.065
H 0.377 3.562 -0.868 0.017 0.012 0.027
C -1.735 -1.728 4.699 -0.033 0.074 0.007
H -5.692 -3.955 1.148 0.009 -0.006 0.009
H 0.276 0.448 3.740 -0.006 -0.027 -0.018
N 1.617 1.646 2.713 -0.136 -0.018 0.238
C 0.180 2.805 -1.640 0.017 -0.038 -0.104
H 2.971 0.388 -4.346 0.121 0.027 0.037
H 2.475 3.689 -4.030 -0.019 -0.059 -0.033
C 2.108 3.478 -3.023 -0.046 -0.110 0.061
C 3.498 -0.519 -2.480 -0.041 0.055 -0.038
```
Forces are in eV/Å.

Its expectation value of S² is 3.86. The frontier orbital gap (spin up / spin down) comes out at 4.92 / 5.60 eV. As for the LUMO energy (spin up / spin down): 2.52 / 2.52 eV. Its net charge is -1. For the total energy, the calculation gives -5978.90230 Eh. The energy relative to the best compared isomer or geometry (same formula, charge and spin) comes out at 18.8 kJ/mol. As for the spin multiplicity: 4.

These are the Löwdin partial charges, in e, on atoms 1 to 5: 0.04 -0.47 0.09 -0.19 0.11